Record 1
A structure of composition C52H53AsNO2P3RuS2, computed with ωB97M-V with the def2-TZVPD basis set.

Cartesian coordinates (Å):
C: -0.979798 -4.224666 -2.782288
H: -2.071038 3.803834 -2.839602
C: -1.058438 3.586202 -3.180448
H: 1.122253 0.051003 -2.980449
C: 0.221345 -2.198288 0.168314
C: -4.576274 -1.455701 -0.028995
S: 3.139393 -0.365590 0.344931
As: -0.332182 -0.874333 3.615155
C: 1.032430 -1.541375 4.811784
H: -4.719974 3.923278 0.865921
H: -0.569973 -4.555056 -1.833658
H: 4.369856 -2.331710 1.808270
C: 2.230668 5.306085 -1.292425
H: -2.498905 -3.109924 -6.138247
C: -0.923003 1.505496 -5.326664
C: 1.425462 -3.954330 2.215283
H: 1.863379 -1.941212 4.234046
H: 0.908916 2.136593 -4.400771
H: -1.428519 -2.569002 2.119211
C: 2.232023 1.923059 3.532046
H: -1.666240 0.941705 1.164603
H: -0.496019 3.942938 3.508011
H: -1.844216 -0.182770 5.496676
H: 0.620851 -2.319330 5.453155
H: 3.620402 -6.091457 -2.081308
C: 0.557509 3.555489 -1.636363
C: -2.573352 -2.906037 -4.010359
H: -0.292099 -0.601909 -3.813585
C: -1.553644 -2.316904 3.171227
P: 0.771082 2.453509 1.260284
C: 2.897884 -2.314980 -2.392093
C: -2.701351 4.647922 0.908404
H: 1.185440 -0.240166 -4.717477
C: 3.643011 -4.377361 -3.371437
H: 3.269739 -5.256259 4.738908
H: -0.601324 5.087677 0.986480
C: 2.365549 -3.076015 1.679754
C: 3.388072 -3.017607 -3.480639
S: -0.853425 -1.295105 -0.799529
O: 0.299990 -0.172541 2.267654
H: -0.451336 1.012334 -6.176807
C: 0.372640 3.418278 3.883968
C: -3.301053 2.321937 1.005832
H: -3.403403 -0.497177 -3.062795
C: -0.479541 -4.736469 -3.966713
C: -5.624875 -0.558404 0.097446
C: -0.977606 2.974586 1.103408
H: 2.080014 5.570601 -2.330434
H: 2.744588 -1.245918 -2.448462
C: 2.888361 -4.343329 -1.087327
C: -2.063487 -3.416475 -5.195567
H: 0.172204 4.205190 5.866776
H: -2.578293 -1.998103 3.359041
H: 4.946868 -3.703864 3.780753
C: 0.543606 0.093889 -3.901811
C: -2.015544 -3.284634 -2.791372
C: 2.609863 2.081186 4.855664
H: -2.993465 5.687264 0.827002
C: 3.401280 -5.034864 -2.174200
H: 0.454989 -4.032447 1.745695
C: 3.135303 6.009668 -0.517127
H: -1.328024 -3.185431 3.788633
H: 1.021067 -5.422914 3.718226
Ru: 0.849630 0.449204 -0.132790
H: 3.996806 6.220392 1.434632
H: -1.206365 2.509717 -5.641873
H: -3.424765 -2.242591 -4.050346
N: 0.311512 2.303863 -1.752975
C: -1.013833 -4.321434 -5.178479
H: 2.174049 3.038932 6.727015
H: -6.230079 -0.553687 0.995056
C: 2.579249 4.620968 1.364100
C: 2.646757 -2.976082 -1.193472
C: 1.755361 -4.737321 3.312973
H: -5.307731 1.034808 -2.868739
H: 3.593666 -2.501571 -4.409995
C: 1.116287 2.601617 3.039965
C: 1.681726 3.886837 0.591620
H: 1.378764 -0.706954 5.420726
H: 3.485683 1.568099 5.232879
P: 1.967246 -2.051694 0.224752
H: -6.755272 0.987444 -0.872166
H: 2.789382 1.273575 2.865191
C: -0.620239 2.137015 -2.896114
C: -3.787929 -1.481101 -1.183067
C: 0.044657 1.512726 -4.144700
P: -2.464334 -2.743500 -1.105077
C: 3.637064 -3.000565 2.241826
C: -4.040323 -0.552238 -2.190734
C: 3.959804 -3.780409 3.343484
H: -1.462979 1.517294 -2.573686
H: -0.695190 1.117592 5.106146
H: 4.029809 -4.926370 -4.220416
C: 0.752847 3.567894 5.211966
H: -0.634416 -4.723096 -6.109238
C: 3.017907 -4.645657 3.881036
C: -3.672033 3.656735 0.918504
C: -5.906450 0.319459 -0.939967
H: 2.708930 4.380248 2.408291
H: -0.964776 3.866857 -4.226674
C: 1.872785 2.907717 5.695704
H: 2.701320 -4.853784 -0.151398
H: -4.364305 -2.160188 0.768000
O: -0.132367 4.384909 -2.428373
H: -4.055041 1.544192 0.993510
C: -1.360990 0.366333 4.687935
H: -1.833662 0.954297 -5.077353
H: 0.317235 -5.465748 -3.942185
H: -2.113658 0.846898 4.064306
C: -1.959630 1.982259 1.095304
C: 1.518100 4.237931 -0.754350
C: -1.358097 4.312087 1.002499
C: 3.304193 5.667280 0.813733
C: -5.102704 0.332532 -2.070393
H: 3.696763 6.826212 -0.950202

Cartesian forces (eV/Å) of the 2 atoms listed first:
C -0.008 0.057 0.007
H 0.054 0.079 0.094

Calculated values
HOMO energy (spin up / spin down): -8.97 / -9.95 eV
net charge: +1
gap between HOMO and LUMO (spin up / spin down): 6.850 / 6.942 eV
electronic energy: -6369.3932 Ha
2S+1: 6


Record 2
A cluster of 19 separate species, H38O19 in total in a non-equilibrium geometry, computed with ωB97M-V with the def2-TZVPD basis set.

Cartesian coordinates (Å):
H: -2.544197 0.881028 -0.715785
O: 0.514521 1.365480 -1.430267
H: -2.146315 -1.528110 2.190181
H: -1.324414 -1.957563 -4.042969
H: -2.710653 -1.189789 3.465672
H: 2.934639 -0.008167 -2.947617
H: 2.368668 1.268088 2.100101
H: 0.673010 1.207668 -4.941277
H: -4.206261 0.378357 -2.609863
H: -1.588270 -1.759908 0.168010
H: 0.081955 3.729461 -0.630365
H: 2.967291 0.200642 -1.437290
H: -0.391956 1.062640 -1.116537
H: -2.638740 0.737143 3.041330
H: 0.845266 -3.179464 -2.400655
H: 2.183272 1.894528 -2.143331
H: 0.527158 -3.211728 2.781019
O: 1.888909 2.100769 2.187555
H: -3.398585 -0.894889 -3.046693
O: -1.610383 -1.063684 -3.832187
O: 0.537125 -3.627539 1.934698
H: 1.409295 -1.583470 -2.189014
O: 0.946270 0.595130 -4.256615
H: 3.037053 3.246362 -2.359527
H: 3.239533 0.542479 0.135568
H: 0.563946 0.838535 -3.401001
O: 2.700395 2.613342 -1.720722
H: 0.236046 1.177625 3.790617
H: -3.858352 0.367304 1.477391
H: 0.384251 2.189355 -0.930776
O: 1.308459 -0.859119 1.478868
O: 3.303688 -2.862170 2.948900
O: 0.920530 1.082348 4.456537
O: 0.722148 -2.237273 -2.430220
H: -3.358112 1.874575 3.539473
O: -1.962760 -2.624968 -0.063173
H: 3.930404 -0.379200 1.167164
H: -0.928176 4.609121 0.164894
H: -4.211660 -0.539038 0.231280
O: -1.931123 -0.948688 2.941209
O: 2.638164 -0.375908 -2.111049
O: -3.806590 0.284834 0.525778
O: -1.989436 1.282297 -1.393478
H: -0.073399 -3.517703 1.206905
H: -1.692824 -2.539699 -0.998104
H: 2.455518 2.716734 1.704831
O: -4.152513 -0.575195 -2.515388
H: -0.787662 -0.555695 -3.753379
H: -2.406694 1.677296 -2.145121
H: 2.802598 -2.492154 3.690584
O: -3.408889 0.918918 3.627559
H: 1.755583 1.009974 3.994674
H: 2.580645 -3.297126 2.473853
O: 4.095971 0.261026 0.466923
H: 0.621765 -1.012833 2.138596
H: 0.779483 -0.561577 0.728098
O: -0.471356 4.494335 -0.670284

Cartesian forces (eV/Å) of the 2 atoms listed first:
H -1.191 0.109 -0.266
O -1.564 -0.041 1.714

Calculated values
HOMO energy: -11.10 eV
gap between HOMO and LUMO: 10.694 eV
energy above the lowest of the compared OMol25 structures with the same formula, charge and spin: 405.86 kJ/mol
electronic energy: -1452.2852 Ha
2S+1: 1


Record 3
A structure of composition C3H2O2Rb in a non-equilibrium geometry, computed with ωB97M-V with the def2-TZVPD basis set.

Cartesian coordinates (Å):
O: -2.734976 0.632118 0.297155
O: 1.634606 0.050455 -0.512988
Rb: 2.613516 2.769309 0.207880
H: 0.465487 -1.531798 -1.047639
C: -1.641656 0.322400 -0.110732
C: -0.521902 -0.310785 0.395937
H: -0.430624 -1.243029 1.107903
C: 0.615551 -0.688667 -0.337518

Cartesian forces (eV/Å) of the 2 atoms listed first:
O -0.114 -0.199 -0.191
O -1.037 -1.407 0.427

Calculated values
HOMO energy (spin up / spin down): -5.10 / -6.49 eV
gap between HOMO and LUMO (spin up / spin down): 3.781 / 5.127 eV
energy above the lowest of the compared OMol25 structures with the same formula, charge and spin: 27.37 kJ/mol
electronic energy: -289.9381 Ha
2S+1: 2


Q: Which of these has the lowest electronic energy?
A: C52H53AsNO2P3RuS2


What did the second record say?
A cluster of 19 separate species, H38O19 in total in a non-equilibrium geometry, computed with ωB97M-V with the def2-TZVPD basis set.

Cartesian coordinates (Å):
H: -2.544197 0.881028 -0.715785
O: 0.514521 1.365480 -1.430267
H: -2.146315 -1.528110 2.190181
H: -1.324414 -1.957563 -4.042969
H: -2.710653 -1.189789 3.465672
H: 2.934639 -0.008167 -2.947617
H: 2.368668 1.268088 2.100101
H: 0.673010 1.207668 -4.941277
H: -4.206261 0.378357 -2.609863
H: -1.588270 -1.759908 0.168010
H: 0.081955 3.729461 -0.630365
H: 2.967291 0.200642 -1.437290
H: -0.391956 1.062640 -1.116537
H: -2.638740 0.737143 3.041330
H: 0.845266 -3.179464 -2.400655
H: 2.183272 1.894528 -2.143331
H: 0.527158 -3.211728 2.781019
O: 1.888909 2.100769 2.187555
H: -3.398585 -0.894889 -3.046693
O: -1.610383 -1.063684 -3.832187
O: 0.537125 -3.627539 1.934698
H: 1.409295 -1.583470 -2.189014
O: 0.946270 0.595130 -4.256615
H: 3.037053 3.246362 -2.359527
H: 3.239533 0.542479 0.135568
H: 0.563946 0.838535 -3.401001
O: 2.700395 2.613342 -1.720722
H: 0.236046 1.177625 3.790617
H: -3.858352 0.367304 1.477391
H: 0.384251 2.189355 -0.930776
O: 1.308459 -0.859119 1.478868
O: 3.303688 -2.862170 2.948900
O: 0.920530 1.082348 4.456537
O: 0.722148 -2.237273 -2.430220
H: -3.358112 1.874575 3.539473
O: -1.962760 -2.624968 -0.063173
H: 3.930404 -0.379200 1.167164
H: -0.928176 4.609121 0.164894
H: -4.211660 -0.539038 0.231280
O: -1.931123 -0.948688 2.941209
O: 2.638164 -0.375908 -2.111049
O: -3.806590 0.284834 0.525778
O: -1.989436 1.282297 -1.393478
H: -0.073399 -3.517703 1.206905
H: -1.692824 -2.539699 -0.998104
H: 2.455518 2.716734 1.704831
O: -4.152513 -0.575195 -2.515388
H: -0.787662 -0.555695 -3.753379
H: -2.406694 1.677296 -2.145121
H: 2.802598 -2.492154 3.690584
O: -3.408889 0.918918 3.627559
H: 1.755583 1.009974 3.994674
H: 2.580645 -3.297126 2.473853
O: 4.095971 0.261026 0.466923
H: 0.621765 -1.012833 2.138596
H: 0.779483 -0.561577 0.728098
O: -0.471356 4.494335 -0.670284

Cartesian forces (eV/Å) of the 2 atoms listed first:
H -1.191 0.109 -0.266
O -1.564 -0.041 1.714

Calculated values
HOMO energy: -11.10 eV
gap between HOMO and LUMO: 10.694 eV
energy above the lowest of the compared OMol25 structures with the same formula, charge and spin: 405.86 kJ/mol
electronic energy: -1452.2852 Ha
2S+1: 1